# 1
{"formula": "C6H12NOP", "method": "the ωB97M-V functional and the def2-TZVPD basis", "species": ["C", "C", "C", "C", "C", "C", "N", "O", "P", "H", "H", "H", "H", "H", "H", "H", "H", "H", "H", "H", "H"], "xyz": [[-0.479394, 1.271517, -1.276037], [-0.703394, 1.309805, 0.243498], [1.722029, 0.488069, -0.747339], [-0.002629, -1.348948, -1.187652], [0.542620, 0.124072, -1.608569], [-0.477150, -1.078281, 2.721548], [0.350520, 0.900765, 1.044252], [-0.423979, -1.408409, 0.161824], [0.642813, -0.776326, 1.344631], [-1.446724, 1.174197, -1.899249], [-0.072284, 2.063981, -1.836001], [-0.844801, 2.441491, 0.532538], [-1.645946, 0.765727, 0.446508], [2.295449, -0.440765, -0.679118], [2.131178, 1.473117, -0.620583], [-0.868899, -1.621030, -1.714682], [0.720035, -2.077738, -1.414730], [0.774761, 0.066027, -2.692123], [-1.462942, -0.573075, 2.520808], [-0.087116, -0.605495, 3.657637], [-0.664146, -2.148701, 3.002839]], "forces_ev_per_a": [[-1.4, -2.8, -2.3], [-1.5, 3.6, -0.5], [1.3, -2.9, -2.9], [0.4, 2.8, 0.4], [-1.6, -0.3, 1.3], [-1.4, 0.4, 1.9], [0.3, -1.4, 3.5], [1.0, -0.2, 1.3], [-1.3, 1.0, -2.3], [0.9, -0.4, 1.4], [0.9, 1.9, 0.5], [-0.3, -1.9, -0.6], [0.3, 0.0, 0.0], [1.0, 0.9, 0.3], [0.0, 0.0, 0.2], [-1.2, 0.0, -1.1], [1.4, -1.0, -0.1], [0.0, 0.1, 0.4], [0.8, -0.6, 0.1], [-0.1, -0.2, -0.8], [0.4, 0.9, -0.7]], "lowdin_charge": [-0.17, -0.34, -0.06, -0.21, -0.32, -0.28, -0.19, -0.37, 0.90, 0.13, 0.08, 0.14, 0.11, 0.04, 0.07, 0.10, 0.09, 0.14, 0.05, 0.05, 0.06], "max_force_ev_per_a": 4.3, "de_lowest_kcal_mol": 0.0, "spin_multiplicity": 3, "total_charge": 0, "e_tot_ha": -706.98539}


# 2
{"formula": "C6H12NOS", "method": "the ωB97M-V functional and the def2-TZVPD basis", "species": ["C", "C", "C", "C", "C", "C", "N", "O", "S", "H", "H", "H", "H", "H", "H", "H", "H", "H", "H", "H", "H"], "xyz": [[2.371010, 0.382752, 0.607478], [1.725233, -0.308917, -0.604575], [0.821271, 0.389119, 0.408740], [-1.124461, 0.381533, -1.842437], [-1.483304, -1.006572, 0.010188], [0.103996, -0.432601, 1.414723], [-1.732922, 0.136293, -0.551780], [-2.296971, 1.092404, 0.138522], [-0.830427, 0.119637, 2.754342], [2.612723, -0.135358, 1.559647], [2.802756, 1.378606, 0.460070], [1.780569, 0.004478, -1.674520], [1.816287, -1.400089, -0.625235], [0.297416, 1.367249, 0.133767], [-0.571746, 1.289421, -1.992895], [-1.991757, 0.512140, -2.524217], [-0.580268, -0.539768, -2.162344], [-2.217217, -1.268540, 0.857880], [-1.213549, -2.000015, -0.475947], [0.507406, -1.473906, 1.678206], [-0.796046, 1.512133, 2.430387]], "forces_ev_per_a": [[-1.3, 0.6, -0.4], [0.6, -0.4, 0.5], [-0.1, 0.7, 0.3], [-1.3, -0.9, -2.1], [-2.5, -4.5, 2.6], [0.2, -0.7, 0.3], [-0.1, 2.9, 1.7], [1.3, -2.2, -2.1], [1.0, 2.0, -1.4], [0.5, 0.1, -1.3], [0.0, -0.6, 0.2], [0.2, 0.6, 1.3], [-0.4, 0.2, 0.5], [1.0, -1.5, 0.5], [0.4, 0.4, 0.7], [0.4, -0.2, 0.2], [-0.4, 1.0, 0.3], [1.3, 0.8, -1.3], [0.2, 2.1, -0.1], [-0.7, 1.4, -0.9], [-0.2, -1.7, 0.4]], "lowdin_charge": [-0.04, -0.10, -0.37, 0.01, -0.06, -0.47, -0.32, 0.00, 0.95, 0.12, 0.12, 0.12, 0.11, 0.16, 0.11, 0.13, 0.12, 0.13, 0.15, 0.14, -0.01], "max_force_ev_per_a": 5.8, "de_lowest_kcal_mol": 126.1, "total_charge": 1, "e_tot_ha": -763.54076}


# 3
{"formula": "C6H12NOS", "method": "the ωB97M-V functional and the def2-TZVPD basis", "species": ["C", "C", "C", "C", "C", "C", "N", "O", "S", "H", "H", "H", "H", "H", "H", "H", "H", "H", "H", "H", "H"], "xyz": [[-0.473762, 0.036537, 3.139248], [1.823076, 0.381424, -3.289141], [-1.283425, 0.641786, 1.986379], [-0.152476, -1.141930, 2.213302], [0.834597, 0.417684, -4.462686], [0.781591, 0.078059, -2.265344], [-0.993466, -0.546137, 1.129732], [0.770080, -0.109562, -1.067304], [-0.590269, 0.111689, -3.358065], [0.386115, 0.623464, 3.449493], [-1.056141, -0.223891, 4.019265], [2.603080, -0.378176, -3.363807], [2.312407, 1.338925, -3.095589], [-2.347045, 0.782677, 2.173531], [-0.865407, 1.555943, 1.568348], [0.892332, -1.218673, 1.914085], [-0.505586, -2.116240, 2.546444], [0.747179, 1.369080, -4.978036], [0.941500, -0.387520, -5.183504], [-1.811913, -1.095838, 0.863958], [-0.438131, -0.344231, 0.258846]], "forces_ev_per_a": [[0.1, 0.1, 0.3], [0.6, 0.1, -0.2], [-0.3, 0.9, 0.5], [0.6, -0.5, 0.7], [-0.1, 0.0, -0.4], [-1.1, -0.1, 0.6], [0.2, -0.3, -1.4], [0.4, 0.0, 0.1], [0.0, 0.0, 0.0], [0.0, 0.0, 0.0], [0.0, 0.0, -0.1], [-0.1, 0.0, 0.0], [0.0, 0.0, 0.0], [0.1, -0.1, -0.1], [-0.1, -0.2, -0.1], [-0.2, 0.0, -0.1], [0.0, 0.1, -0.2], [0.1, 0.0, 0.0], [0.1, 0.0, 0.0], [0.1, 0.1, 0.1], [-0.3, -0.1, 0.2]], "lowdin_charge": [-0.11, -0.18, -0.08, -0.08, -0.39, -0.71, 0.07, -0.02, 1.00, 0.12, 0.12, 0.13, 0.13, 0.13, 0.14, 0.14, 0.13, 0.08, 0.08, 0.19, 0.12], "max_force_ev_per_a": 1.4, "de_lowest_kcal_mol": 0.0, "total_charge": 1, "e_tot_ha": -763.74174}


# 4
{"formula": "C6H12NP", "method": "the ωB97M-V functional and the def2-TZVPD basis", "species": ["C", "C", "C", "C", "C", "C", "N", "P", "H", "H", "H", "H", "H", "H", "H", "H", "H", "H", "H", "H"], "xyz": [[-0.223614, -1.628090, 0.457298], [-1.044265, -0.995135, -0.572041], [-2.108848, 0.063945, -0.090964], [-1.264630, 0.945612, 0.829930], [1.518067, -0.060832, 0.393200], [2.804880, -0.108857, -0.351203], [0.967126, -1.288241, 0.817859], [0.375197, 1.226387, -0.058542], [-0.747913, -2.411759, 1.015443], [-0.522741, -0.503376, -1.375073], [-1.693921, -1.728683, -0.977796], [-2.450849, 0.599223, -0.921196], [-2.985893, -0.326804, 0.394603], [-1.631451, 1.942254, 1.174859], [-0.962525, 0.235211, 1.675111], [3.014914, 0.975299, -0.602052], [2.677876, -0.597015, -1.247157], [3.530671, -0.663153, 0.274563], [0.220860, 1.833165, -1.475210], [0.527066, 2.490842, 0.638361]], "forces_ev_per_a": [[0.6, -0.1, 1.1], [-2.7, 0.7, -0.1], [1.8, 0.0, 1.2], [0.7, -0.5, 0.1], [-1.7, 0.1, -0.1], [0.2, 2.1, 2.2], [-0.3, 0.7, -0.3], [-0.1, 1.1, 1.1], [0.5, -0.2, -0.2], [0.6, -0.1, -0.4], [-0.2, -1.2, -0.9], [-0.6, 0.9, -1.4], [-0.1, -0.5, 0.4], [0.0, -1.0, -0.2], [-0.2, 1.5, -0.7], [0.8, -1.2, 0.4], [0.0, -1.4, -2.3], [0.1, 0.7, -0.5], [-0.2, -0.6, 1.4], [0.9, -0.7, -0.7]], "lowdin_charge": [-0.24, -0.25, -0.24, -0.32, -0.57, -0.15, 0.00, 0.91, 0.11, 0.08, 0.10, 0.08, 0.10, 0.08, 0.11, 0.08, 0.03, 0.08, 0.02, 0.00], "max_force_ev_per_a": 3.0, "de_lowest_kcal_mol": 53.0, "total_charge": 0, "e_tot_ha": -631.77110, "smiles": "CC1=[PH2]CCCC=N1"}


# 5
{"formula": "C6H12NS", "method": "the ωB97M-V functional and the def2-TZVPD basis", "species": ["C", "C", "C", "C", "C", "C", "N", "S", "H", "H", "H", "H", "H", "H", "H", "H", "H", "H", "H", "H"], "xyz": [[2.298516, 1.199158, 2.898445], [2.875474, 1.486165, 4.145211], [-1.187735, -1.928554, -1.356150], [-1.248265, -0.795919, -2.326581], [-1.475961, 0.472409, -1.549386], [-0.301519, 0.801463, -0.622068], [1.705493, 0.984437, 1.922339], [0.233708, -0.667673, 0.345255], [3.969705, 0.933457, 4.050943], [3.064039, 2.638459, 4.134542], [2.430301, 1.160544, 5.071374], [-1.880267, -1.926395, -0.437201], [-0.059255, -2.070662, -0.731094], [-0.955273, -2.940575, -1.824499], [-2.219168, -1.049834, -2.882297], [-0.366225, -0.751165, -3.136196], [-2.428992, 0.305007, -0.815477], [-1.782837, 1.331024, -2.299773], [0.505323, 1.254797, -1.170451], [-0.668978, 1.528601, 0.270892]], "forces_ev_per_a": [[-2.9, -1.0, -2.2], [5.0, 1.3, 0.1], [1.2, -1.2, 1.8], [-0.2, -0.6, -1.6], [-3.1, 1.3, 0.5], [-1.1, 1.1, 1.9], [0.8, 0.0, 1.0], [0.1, -0.1, -1.0], [-2.5, 1.6, 0.6], [-0.2, -2.1, 0.4], [-0.6, -0.2, -0.2], [0.5, -0.2, -2.1], [-0.3, 1.4, -0.1], [-0.5, 1.0, 0.7], [1.3, 0.5, 0.3], [-1.9, -0.2, 2.0], [2.0, 0.4, -1.9], [0.9, -1.4, 1.8], [0.6, 0.0, 0.1], [0.9, -1.6, -2.2]], "lowdin_charge": [-0.28, -0.07, -0.15, -0.29, -0.30, -0.49, 0.11, 0.92, 0.16, 0.13, 0.08, 0.11, 0.04, 0.14, 0.16, 0.18, 0.17, 0.16, 0.07, 0.14], "max_force_ev_per_a": 5.2, "de_lowest_kcal_mol": 98.9, "total_charge": 1, "e_tot_ha": -688.35026}


# 6
{"formula": "C6H12O", "method": "the ωB97M-V functional and the def2-TZVPD basis", "species": ["C", "C", "C", "C", "C", "C", "H", "H", "H", "H", "H", "H", "H", "H", "H", "H", "H", "H", "O"], "xyz": [[1.339218, 1.206809, 0.738404], [0.889411, -0.004960, -0.047414], [1.683887, -1.041626, -0.407681], [-0.617140, -0.100953, -0.125757], [-1.329296, -1.094993, 0.793253], [-1.105554, -1.527561, 2.081099], [1.350696, 1.066568, 1.832846], [0.572818, 1.965531, 0.549956], [2.336972, 1.555063, 0.474973], [2.739377, -0.844189, -0.533352], [1.172246, -1.955351, -0.558146], [-1.079637, 0.844805, 0.191155], [-0.837249, -0.483621, -1.121498], [-2.204635, -1.583942, 0.359999], [-0.732614, -0.861052, 2.857043], [-1.611570, -2.456606, 2.333729], [-0.535895, 1.036049, -3.129445], [-1.228922, 2.393620, -2.793522], [-0.802117, 1.886417, -3.495643]], "forces_ev_per_a": [[-0.2, 0.2, -0.5], [-0.2, -0.7, 2.0], [-0.7, 2.3, 0.1], [-0.1, -1.0, 1.7], [0.6, -1.1, 1.5], [-1.0, 1.3, -1.9], [-0.1, -0.4, -0.4], [0.5, 0.5, 0.0], [0.1, 0.1, -0.2], [0.2, -0.6, 0.3], [0.2, -1.0, -0.8], [-0.1, 0.4, -1.0], [-0.6, 0.6, -0.5], [0.6, -0.3, -0.6], [1.0, -0.6, -0.2], [-0.3, 0.4, 0.5], [-0.1, -0.1, 0.3], [0.0, -0.3, 0.3], [0.1, 0.4, -0.6]], "lowdin_charge": [-0.13, -0.40, -0.02, -0.30, -0.24, -0.05, 0.07, 0.03, 0.05, 0.03, 0.01, 0.06, 0.04, 0.05, 0.03, 0.02, -0.02, -0.03, -0.19], "max_force_ev_per_a": 2.5, "de_lowest_kcal_mol": 55.9, "spin_multiplicity": 2, "total_charge": -1, "e_tot_ha": -310.91449}